[1]
C28H33NO6SSr | wB97M-V/def2-TZVPD

The geometry in ORCA input format:
```
! wB97M-V def2-TZVPD RIJCOSX def2/J DEFGRID3
* xyz 0 1
Sr 0.15 -0.82 -0.13
O 3.37 -2.59 -1.22
C 4.23 -2.03 -0.25
C 3.59 -1.92 1.13
N 2.45 -0.99 1.22
C 2.81 0.36 0.75
C 2.60 0.67 -0.78
O 2.92 1.79 -1.14
O 2.04 -0.25 -1.50
C 1.98 -0.98 2.63
C 0.55 -0.40 2.70
O 0.39 0.77 3.06
O -0.34 -1.17 2.20
H 2.83 -1.84 -1.53
H 4.62 -1.07 -0.58
H 5.09 -2.70 -0.15
H 4.37 -1.60 1.84
H 3.25 -2.91 1.43
H 3.85 0.62 0.99
H 2.17 1.08 1.28
H 2.66 -0.39 3.25
H 1.95 -2.01 2.97
C -2.86 -1.34 -1.60
C -2.43 -2.75 -1.97
C -1.88 -2.79 -3.39
C -1.48 -3.32 -0.93
C -1.97 -3.59 0.35
C -1.15 -4.10 1.34
C 0.20 -4.35 1.10
C 1.08 -4.87 2.20
C 0.70 -4.08 -0.16
C -0.13 -3.58 -1.17
H -3.72 -1.03 -2.20
H -2.09 -0.59 -1.80
H -3.14 -1.25 -0.54
H -3.33 -3.38 -1.93
H -1.01 -2.15 -3.51
H -2.64 -2.44 -4.09
H -1.60 -3.80 -3.69
H -3.02 -3.40 0.57
H -1.56 -4.27 2.33
H 0.71 -5.83 2.57
H 1.09 -4.18 3.05
H 2.10 -5.01 1.86
H 1.75 -4.22 -0.39
H 0.30 -3.37 -2.14
O -0.99 1.31 -0.62
S -0.46 2.51 0.17
C -1.86 3.23 0.99
C -2.80 4.01 0.33
C -3.90 4.46 1.03
C -4.05 4.14 2.38
C -3.11 3.36 3.02
C -2.00 2.89 2.33
C -0.07 3.74 -1.04
C 0.30 5.01 -0.62
C 0.69 5.94 -1.56
C 0.73 5.60 -2.91
C 0.37 4.32 -3.31
C -0.03 3.38 -2.38
H -2.67 4.26 -0.72
H -4.64 5.08 0.53
H -4.91 4.50 2.92
H -3.23 3.11 4.07
H -1.25 2.27 2.81
H 0.27 5.27 0.43
H 0.98 6.94 -1.25
H 1.05 6.33 -3.64
H 0.41 4.05 -4.36
H -0.29 2.37 -2.67
*
```

Summary:
Orbital gap   9.38 eV
ΔE to the lowest compared entry with this formula, charge and spin   105.2 kJ/mol
Largest force on an atom   0.8 eV/Å
Molecular weight   599.3 g/mol


[2]
C28H34AsCrF3N5OSSe2 | wB97M-V/def2-TZVPD

The geometry in ORCA input format:
```
! wB97M-V def2-TZVPD RIJCOSX def2/J DEFGRID3
* xyz 2 4
Cr -1.12 -7.75 15.30
O -0.52 -7.91 17.04
C -0.39 -7.01 18.01
C -0.32 -7.43 19.31
C -0.09 -6.58 20.37
C 0.13 -5.23 20.18
C 0.09 -4.81 18.83
C -0.14 -5.66 17.71
C 0.14 -5.21 16.38
N -0.29 -5.80 15.25
C 0.14 -5.06 14.17
C 0.79 -3.97 14.69
N 0.77 -4.10 16.03
H -0.41 -8.47 19.60
H -0.04 -7.00 21.38
H 0.30 -4.51 20.95
H 0.15 -3.77 18.60
H 0.05 -5.31 13.15
H 1.30 -3.19 14.26
H 1.03 -3.33 16.62
C -4.95 -10.30 20.02
Se -3.42 -9.60 19.07
C -3.91 -7.71 18.99
C -4.66 -7.27 17.73
Se -3.39 -6.45 16.37
C -4.77 -6.47 15.01
H -5.72 -10.64 19.35
H -5.44 -9.48 20.58
H -4.56 -11.13 20.63
H -2.98 -7.15 19.11
H -4.51 -7.49 19.87
H -5.44 -6.53 17.77
H -5.08 -8.07 17.08
H -5.64 -6.02 15.45
H -5.01 -7.51 14.72
H -4.28 -5.90 14.21
C -3.44 -6.78 10.32
As -2.27 -6.38 11.73
C -2.79 -4.54 12.30
C -0.49 -6.25 10.94
S -2.32 -7.89 13.23
H -3.46 -5.89 9.67
H -4.52 -6.71 10.76
H -3.35 -7.73 9.81
H -2.47 -3.84 11.55
H -2.41 -4.17 13.30
H -3.87 -4.63 12.34
H -0.14 -5.25 10.97
H -0.48 -6.59 9.89
H 0.19 -6.91 11.55
N 5.03 -9.77 11.76
C 3.96 -9.66 12.17
C 2.71 -9.37 12.84
C 2.84 -8.34 13.77
C 1.74 -8.00 14.54
N 0.57 -8.59 14.37
C 0.50 -9.68 13.53
C 1.49 -10.05 12.70
H 3.72 -7.76 13.93
H 1.65 -7.19 15.19
H -0.41 -10.18 13.53
H 1.33 -10.85 11.99
F -4.53 -13.81 16.74
C -3.42 -13.44 17.35
F -2.57 -14.47 17.40
F -3.79 -13.15 18.62
C -2.80 -12.23 16.69
C -3.54 -11.46 15.82
C -3.15 -10.22 15.36
N -1.89 -9.69 15.71
C -1.11 -10.45 16.51
C -1.58 -11.67 17.07
H -4.52 -11.85 15.55
H -3.76 -9.59 14.76
H -0.15 -10.08 16.72
H -1.01 -12.02 17.89
*
```

Summary:
Orbital gap (spin up / spin down)   6.97 / 6.76 eV
Largest force on an atom   3.5 eV/Å
Molecular weight   830.5 g/mol